No. 1
C4H8O | ωB97M-V with the def2-TZVPD basis set

Positions of all 13 atoms, in Å:
C 0.42785 1.33459 -0.44837
C -0.13033 -0.06455 -0.31776
O -0.47616 -0.66645 -1.53694
C -1.01584 -0.46879 0.81450
C 0.42456 -0.92892 0.77652
H 0.79281 1.71560 0.51196
H -0.31707 2.03170 -0.84245
H 1.28420 1.32102 -1.13520
H 0.34587 -0.90322 -1.98393
H -1.32722 0.25142 1.56627
H -1.76693 -1.21156 0.55794
H 1.12461 -0.43156 1.44081
H 0.63365 -1.97928 0.59664

Force components x, y, z for each atom (eV/Å):
C -0.012 0.048 -0.026
C 0.076 0.161 0.303
O 0.184 -0.115 -0.117
C -0.167 0.085 0.042
C 0.191 -0.129 0.058
H -0.160 -0.097 -0.123
H 0.057 -0.096 0.007
H -0.134 0.025 0.080
H -0.119 0.018 -0.042
H 0.124 -0.033 -0.173
H 0.159 0.135 0.060
H -0.087 -0.159 0.006
H -0.115 0.158 -0.076

Computed properties:
Calculated total energy: -6324.22967 eV
2S+1: 1
Maximum force: 0.0068 Eh/bohr

For reference, the Mulliken charges in units of e are:
1 C -1.250
2 C 0.973
3 O -0.553
4 C -0.663
5 C -0.807
6 H 0.324
7 H 0.275
8 H 0.336
9 H 0.359
10 H 0.237
11 H 0.267
12 H 0.233
13 H 0.271

=====

No. 2
C4H8O | ωB97M-V with the def2-TZVPD basis set

Positions of all 13 atoms, in Å:
C 1.42260 -0.22608 0.73014
C -0.03468 0.37765 -1.07572
C -1.07281 -0.56029 -0.58047
C -1.16221 0.53332 0.50160
O -0.52312 1.41354 -0.42388
H 2.08093 0.62340 0.51929
H 1.60488 -0.51907 1.77348
H 1.75444 -1.07412 0.11819
H 0.66061 0.48391 -1.89847
H -1.96471 -0.49811 -1.21702
H -0.82131 -1.58998 -0.33185
H 0.15060 0.10325 0.98536
H -2.09522 0.93259 0.89936

Force components x, y, z for each atom (eV/Å):
C 0.122 -0.031 0.079
C -0.073 0.044 -0.227
C 0.107 -0.159 0.051
C -0.423 0.083 0.113
O 0.142 -0.059 -0.033
H -0.186 -0.097 0.033
H -0.094 0.041 -0.089
H -0.191 0.188 0.093
H -0.085 -0.028 0.099
H 0.163 0.062 0.069
H -0.035 0.152 -0.035
H 0.461 -0.146 -0.117
H 0.092 -0.049 -0.037

Computed properties:
Calculated total energy: -6319.67192 eV
2S+1: 1
Maximum force: 0.0097 Eh/bohr

For reference, the Mulliken charges in units of e are:
1 C -1.133
2 C -0.269
3 C -0.280
4 C -0.526
5 O -0.256
6 H 0.286
7 H 0.367
8 H 0.297
9 H 0.393
10 H 0.238
11 H 0.255
12 H 0.322
13 H 0.304

=====

No. 3
C4H8O | ωB97M-V with the def2-TZVPD basis set

Positions of all 13 atoms, in Å:
C -1.28501 -0.80681 -0.03245
C -0.19875 0.19741 -0.42421
C 1.25567 -0.38361 0.04722
C -0.05363 1.42732 0.37731
O -0.07992 0.56363 -1.66572
H -1.27891 -1.05140 1.03551
H -2.26027 -0.39065 -0.29781
H -1.13137 -1.72174 -0.61336
H 1.27116 -0.63172 1.11173
H 2.06740 0.29928 -0.21268
H 1.35130 -1.28464 -0.56000
H -0.18109 2.37287 -0.14512
H 0.49942 1.46103 1.31569

Force components x, y, z for each atom (eV/Å):
C -0.107 0.051 -0.221
C 0.791 -0.312 1.495
C 0.012 -0.541 -0.598
C -0.297 1.002 0.470
O -0.072 -0.113 -1.028
H 0.061 0.100 -0.194
H 0.083 -0.068 0.056
H -0.046 0.082 0.084
H -0.143 0.097 -0.197
H -0.192 -0.048 0.060
H 0.156 -0.019 0.148
H -0.043 -0.144 0.116
H -0.203 -0.088 -0.191

Computed properties:
Calculated total energy: -6321.04019 eV
2S+1: 1
Maximum force: 0.0334 Eh/bohr

For reference, the Mulliken charges in units of e are:
1 C -1.225
2 C 1.403
3 C -1.440
4 C -0.924
5 O -0.597
6 H 0.327
7 H 0.333
8 H 0.324
9 H 0.410
10 H 0.371
11 H 0.373
12 H 0.312
13 H 0.332

=====

No. 4
C4H8O2 | ωB97M-V with the def2-TZVPD basis set

Positions of all 14 atoms, in Å:
O 2.71896 -0.06529 1.50709
C 1.33652 -0.05583 1.44536
C 0.77790 0.03057 0.02425
C -0.75376 -0.02459 -0.05912
C -1.38240 -0.11723 -1.46693
O -2.67953 0.31006 -1.53574
H 0.90892 -0.95946 1.93918
H 0.96983 0.83278 2.02090
H 1.30410 -0.74810 -0.53852
H 1.09444 0.99908 -0.37802
H -1.13760 -0.90084 0.47733
H -1.15461 0.86267 0.44022
H -1.38494 -1.20809 -1.72224
H -0.68898 0.34995 -2.21371

Force components x, y, z for each atom (eV/Å):
O -0.318 -0.150 -0.073
C 1.607 0.360 0.401
C -0.439 0.161 0.202
C 0.381 -0.277 -0.169
C -1.044 -0.335 -0.025
O 0.145 0.405 -0.091
H -0.326 -0.056 -0.011
H -0.519 -0.130 -0.036
H -0.234 -0.076 -0.191
H 0.178 -0.041 -0.162
H 0.048 0.085 0.270
H -0.128 0.041 -0.071
H 0.604 -0.187 -0.126
H 0.045 0.200 0.083

Computed properties:
Calculated total energy: -8368.61820 eV
2S+1: 1
Maximum force: 0.0330 Eh/bohr
Net charge: -2

For reference, the Mulliken charges in units of e are:
1 O -0.974
2 C -0.498
3 C -0.329
4 C -0.347
5 C -0.407
6 O -0.958
7 H 0.180
8 H 0.167
9 H 0.274
10 H 0.207
11 H 0.232
12 H 0.179
13 H 0.096
14 H 0.179